7
Properties=species:S:1:pos:R:3:nbo_charge:R:1 method="wB97M-V/def2-TZVPD" e_tot_ev=-24126.8985 relative_energy_kcal_mol=28.2 max_force_ev_per_a=5.5 homo_lumo_gap_ev=7.17 e_lumo_ev=3.676 total_charge=-1
C -1.6945 0.4813 -0.2782 1.037
C 1.7715 -0.3857 0.5636 0.234
O -1.6092 0.5737 -1.3964 -0.526
O -2.0109 0.2646 0.8354 -0.558
F 2.1240 -0.6993 -0.7734 -0.440
F 0.6287 -1.3473 0.7700 -0.489
Cl 0.7905 1.1127 0.2790 -0.258